Entry 1:
9
Properties=species:S:1:pos:R:3 method="wB97M-V/def2-TZVPD" mol_weight_g_mol=107.12 lumo_energy_ev=3.294 homo_ev=-4.39 charge=-1 e_tot_ev=-17155.0122 spin_multiplicity=1
C -2.266 0.178 0.221
O -2.595 -0.938 0.697
O -2.945 1.051 -0.280
O 0.397 -0.359 -1.194
O 2.901 -0.082 -0.472
Si -0.306 0.103 0.080
H 1.990 -0.330 -0.752
H 2.647 0.443 0.291
H 0.176 -0.065 1.407

=====

Entry 2:
10
Properties=species:S:1:pos:R:3 method="wB97M-V/def2-TZVPD" smiles=C[C@@H]1O[C@H]1F mol_weight_g_mol=76.07 lumo_energy_ev=1.127 homo_ev=-10.85 e_tot_ev=-7955.8909 spin_multiplicity=1
C 1.290 0.009 -0.031
C -0.139 0.124 -0.488
O -0.938 1.152 0.067
C -1.261 -0.130 0.414
F -2.418 -0.617 -0.098
H 1.365 0.214 1.033
H 1.909 0.723 -0.568
H 1.658 -0.995 -0.231
H -0.319 -0.043 -1.547
H -1.148 -0.437 1.449

=====

Entry 3:
125
Properties=species:S:1:pos:R:3 method="wB97M-V/def2-TZVPD" mol_weight_g_mol=1218.77 s_squared=0.759 lumo_energy_ev="-0.361 / -0.304" homo_ev="-7.05 / -7.12" e_tot_ev=-139117.0298 spin_multiplicity=2
Ti -0.376 -0.362 1.870
C 4.056 2.544 -5.906
C 3.427 1.362 -5.149
C 3.674 0.053 -5.922
C 4.058 1.251 -3.769
C 5.438 1.325 -3.607
C 6.020 1.255 -2.359
C 5.231 1.105 -1.231
C 3.852 0.982 -1.342
P 2.737 0.601 0.127
C 3.020 -1.203 -0.084
C 1.913 -1.935 -0.509
C 2.010 -3.297 -0.748
C 3.219 -3.943 -0.540
C 4.328 -3.220 -0.121
C 4.238 -1.852 0.087
C 3.854 1.367 1.367
C 3.774 2.761 1.356
C 4.522 3.525 2.238
C 5.363 2.897 3.145
C 5.437 1.512 3.172
C 4.677 0.746 2.298
C 3.290 1.040 -2.627
O 1.923 0.883 -2.686
C 1.268 1.291 -3.822
C -0.113 1.431 -3.693
C -0.852 1.884 -4.776
C -0.218 2.174 -5.970
C 1.152 2.001 -6.086
C 1.928 1.567 -5.016
P -0.920 1.002 -2.085
C -1.613 2.683 -1.775
C -2.918 3.042 -1.456
C -3.222 4.341 -1.064
C -2.227 5.299 -0.969
C -0.918 4.954 -1.281
C -0.618 3.662 -1.676
C -2.169 -0.118 -2.860
C -1.568 -1.282 -3.353
C -2.319 -2.282 -3.944
C -3.697 -2.141 -4.047
C -4.304 -0.996 -3.562
C -3.548 0.009 -2.967
H 5.128 2.400 -6.027
H 3.896 3.473 -5.357
H 3.626 2.648 -6.900
H 4.745 -0.122 -6.040
H 3.214 0.103 -6.911
H 3.248 -0.795 -5.384
H 6.077 1.422 -4.475
H 7.097 1.319 -2.263
H 5.692 1.092 -0.253
H 0.962 -1.421 -0.642
H 1.143 -3.852 -1.084
H 3.298 -5.009 -0.705
H 5.275 -3.721 0.041
H 5.114 -1.293 0.388
H 3.116 3.249 0.641
H 4.446 4.604 2.226
H 5.940 3.483 3.848
H 6.086 1.020 3.885
H 4.702 -0.333 2.375
H -1.924 2.005 -4.680
H -0.786 2.538 -6.816
H 1.617 2.212 -7.039
H -3.725 2.325 -1.505
H -4.245 4.600 -0.821
H -2.465 6.300 -0.635
H -0.128 5.690 -1.207
H 0.411 3.398 -1.900
H -0.490 -1.389 -3.273
H -1.830 -3.172 -4.321
H -4.289 -2.924 -4.504
H -5.377 -0.876 -3.648
H -4.062 0.892 -2.616
C -2.632 1.872 4.383
C -2.704 0.372 4.697
C -3.200 0.156 6.130
C -3.564 -0.321 3.660
C -4.912 0.007 3.590
C -5.733 -0.541 2.623
C -5.206 -1.460 1.736
C -3.866 -1.851 1.780
C -3.514 -2.959 0.786
C -3.955 -4.300 1.393
C -2.070 -3.087 0.296
C -3.026 -1.248 2.743
N -1.621 -1.556 2.757
C -1.305 -2.672 3.559
C -2.091 -3.080 4.645
C -1.731 -4.159 5.435
C -0.587 -4.891 5.162
C 0.178 -4.559 4.054
C -0.201 -3.488 3.283
F 0.468 -3.260 2.130
H -2.064 2.387 5.157
H -3.631 2.312 4.341
H -2.130 2.054 3.428
H -1.698 -0.037 4.641
H -4.243 0.457 6.250
H -2.590 0.753 6.810
H -3.107 -0.889 6.429
H -5.318 0.716 4.301
H -6.779 -0.269 2.567
H -5.844 -1.901 0.977
H -4.125 -2.766 -0.100
H -3.389 -4.500 2.305
H -3.776 -5.115 0.688
H -5.016 -4.285 1.643
H -1.468 -3.648 1.004
H -1.606 -2.113 0.113
H -2.063 -3.637 -0.647
H -2.985 -2.518 4.874
H -2.347 -4.424 6.284
H -0.307 -5.725 5.790
H 1.050 -5.133 3.771
O 0.030 1.800 1.474
H 0.394 2.274 2.241
H 0.756 1.758 0.814
O -2.331 0.718 1.022
H -2.477 1.629 1.302
H -3.188 0.269 0.998
I 1.078 0.902 4.375
I 0.409 2.865 6.597
S 1.718 -0.687 2.648

=====

Entry 4:
14
Properties=species:S:1:pos:R:3 method="wB97M-V/def2-TZVPD" mol_weight_g_mol=88.11 lumo_energy_ev=0.473 homo_ev=-8.19 e_tot_ev=-8368.7027 spin_multiplicity=1
C 1.197 -1.124 0.257
C -0.788 0.516 1.190
C -0.346 1.589 0.191
O -0.812 1.515 -1.149
C -0.210 -1.154 -0.348
O -1.129 -0.625 0.641
H 1.608 -0.132 0.483
H 1.858 -1.584 -0.472
H 1.213 -1.692 1.195
H 0.737 1.757 0.149
H -0.762 2.464 0.706
H -1.749 1.282 -1.092
H -0.515 -2.196 -0.458
H -0.304 -0.616 -1.293

=====

Entry 5:
60
Properties=species:S:1:pos:R:3 method="wB97M-V/def2-TZVPD" mol_weight_g_mol=541.01 lumo_energy_ev="-4.304 / -4.306" homo_ev="-9.75 / -9.75" charge=+1 e_tot_ev=-49148.1521 spin_multiplicity=1
Pd -0.537 1.466 -1.066
C 3.380 -1.083 3.953
C 2.268 -0.744 3.019
C 1.443 -1.736 2.490
C 0.387 -1.403 1.681
C 0.078 -0.067 1.341
N -1.001 0.175 0.542
C -2.152 -0.538 0.656
C -2.602 -0.932 1.938
C -3.843 -1.482 2.145
C -4.718 -1.679 1.077
C -6.123 -2.149 1.258
C -4.265 -1.365 -0.200
C -3.008 -0.830 -0.438
N -2.634 -0.662 -1.791
C -2.965 -1.519 -2.784
C -2.547 -0.964 -3.972
C -1.963 0.253 -3.612
N -2.026 0.422 -2.299
C 0.945 0.943 1.853
C 2.013 0.574 2.663
N 0.743 2.320 1.630
C 1.091 3.326 2.469
C 0.751 4.511 1.862
C 0.196 4.139 0.632
N 0.202 2.824 0.515
H 3.289 -2.109 4.300
H 3.370 -0.417 4.815
H 4.346 -0.972 3.459
H 1.632 -2.771 2.726
H -0.245 -2.175 1.270
H -1.958 -0.726 2.779
H -4.149 -1.740 3.148
H -6.296 -2.549 2.253
H -6.378 -2.907 0.520
H -6.794 -1.302 1.106
H -4.933 -1.522 -1.032
H -3.437 -2.461 -2.589
H -2.647 -1.373 -4.953
H -1.526 1.005 -4.245
H 2.674 1.340 3.040
H 1.530 3.151 3.430
H 0.883 5.501 2.244
H -0.205 4.755 -0.150
C 2.357 -1.995 -2.784
C 2.336 -0.558 -3.269
S 1.836 0.515 -1.859
O 1.294 1.755 -2.494
C 3.506 0.989 -1.230
C 4.145 2.059 -2.085
H 2.489 -2.680 -3.618
H 1.417 -2.239 -2.289
H 3.167 -2.160 -2.079
H 1.565 -0.395 -4.023
H 3.298 -0.234 -3.661
H 4.090 0.073 -1.184
H 3.327 1.346 -0.216
H 4.480 1.659 -3.038
H 5.001 2.489 -1.570
H 3.423 2.850 -2.280

=====

Entry 6:
103
Properties=species:S:1:pos:R:3 method="wB97M-V/def2-TZVPD" mol_weight_g_mol=554.82 s_squared=0.754 lumo_energy_ev="-6.117 / -6.300" homo_ev="-8.34 / -13.00" charge=+3 e_tot_ev=-50206.4251 spin_multiplicity=2
C -5.065 4.862 0.539
N -3.916 4.233 -0.293
C -4.314 4.167 -1.759
C -2.584 4.944 -0.038
C -3.796 2.816 0.247
C -2.596 2.033 -0.213
O -1.480 2.453 0.615
H -5.094 5.912 0.249
H -4.979 4.683 1.611
H -5.966 4.382 0.156
H -4.403 5.175 -2.163
H -5.321 3.750 -1.765
H -3.607 3.647 -2.406
H -2.321 4.785 1.008
H -2.584 6.034 -0.047
H -1.888 4.521 -0.762
H -4.711 2.320 -0.078
H -3.732 2.724 1.331
H -2.365 2.295 -1.246
H -2.785 0.960 -0.172
H -0.688 1.928 0.483
C 1.479 -0.792 -2.880
N 1.800 0.738 -3.051
C 2.809 1.132 -1.947
C 2.407 0.744 -4.509
C 0.409 1.555 -3.058
C 0.533 3.102 -3.127
O 0.770 3.592 -1.859
H 1.655 -0.982 -1.821
H 2.140 -1.427 -3.470
H 0.427 -0.982 -3.092
H 2.405 0.690 -1.037
H 2.756 2.203 -1.756
H 3.759 0.772 -2.343
H 1.619 0.290 -5.110
H 3.351 0.220 -4.658
H 2.479 1.747 -4.930
H -0.216 1.255 -2.217
H -0.105 1.114 -3.912
H -0.399 3.546 -3.476
H 1.337 3.505 -3.742
H 0.946 4.533 -1.779
C 2.825 -5.703 -1.027
N 2.164 -4.776 -0.006
C 2.752 -3.374 -0.278
C 0.609 -4.713 -0.042
C 2.619 -5.216 1.411
C 1.988 -6.471 2.037
O 0.827 -6.366 2.869
H 2.574 -6.751 -0.863
H 3.899 -5.527 -1.078
H 2.355 -5.551 -1.998
H 2.319 -2.581 0.332
H 2.677 -3.060 -1.319
H 3.827 -3.481 -0.132
H 0.289 -3.920 0.634
H 0.309 -5.689 0.340
H 0.302 -4.626 -1.084
H 2.458 -4.306 1.987
H 3.706 -5.229 1.323
H 2.810 -6.874 2.629
H 1.657 -7.185 1.282
H 0.845 -7.102 3.484
C 3.829 0.129 4.222
C 4.130 1.412 3.438
C 3.124 1.705 2.314
O 3.803 2.596 1.579
C 2.916 3.389 0.740
N 4.439 2.633 4.335
H 4.967 3.360 3.875
H 3.544 2.971 4.659
H 5.077 2.380 5.076
H 3.433 -0.692 3.623
H 3.186 0.375 5.068
H 4.724 -0.306 4.666
H 5.084 1.259 2.933
H 2.232 2.087 2.809
H 2.970 0.829 1.684
H 2.563 4.249 1.310
H 2.128 2.783 0.294
H 3.518 3.891 -0.017
C -5.197 -2.089 -1.611
C -4.085 -1.671 -0.634
C -4.370 -1.804 0.855
O -3.209 -1.775 1.583
C -2.899 -0.564 2.371
N -2.818 -2.468 -1.041
H -3.058 -3.447 -1.098
H -2.534 -2.159 -1.960
H -2.082 -2.235 -0.390
H -4.821 -2.026 -2.632
H -5.947 -1.322 -1.417
H -5.632 -3.071 -1.425
H -3.972 -0.642 -0.976
H -4.898 -2.744 1.017
H -4.962 -0.976 1.246
H -2.061 -0.728 3.049
H -3.696 -0.349 3.083
H -2.767 0.403 1.887
N 0.336 -0.530 0.861
O 0.460 0.658 0.488
O -0.312 -1.312 0.181
O 0.882 -0.884 1.934